22
Properties=species:S:1:pos:R:3:forces:R:3:mulliken_charge:R:1 method="wB97M-V/def2-TZVPD" lumo_ev=-3.83 multiplicity=1 e_homo_ev=-7.219 de_lowest_kcal_mol=146.1 molar_mass_g_mol=122.2 gap_ev=3.393
O -3.23981 -0.06636 0.16897 2.73 -0.30 1.00 -0.977
O -1.23384 -0.02065 1.80334 1.32 -0.63 -0.16 -0.591
O -1.43166 -1.64185 -0.94126 -0.59 1.07 1.76 -0.726
C 0.90219 0.52826 -1.47255 2.40 -0.26 -3.49 -0.306
C 2.52722 -0.79445 1.86013 1.29 1.97 -4.57 -0.639
C 1.98428 0.40769 -0.51274 0.71 -3.86 3.25 0.082
C 1.79930 -0.41726 0.78047 -0.65 1.72 -2.65 -0.113
C -0.29373 1.40706 -1.29348 -1.86 2.46 -0.55 -0.953
H -4.11051 0.03412 -0.13589 -1.55 -0.10 -0.62 0.123
H -1.19239 -2.28279 -0.25076 -0.08 0.14 -0.43 0.263
H 2.12317 -1.11662 2.72630 -1.38 -1.49 2.44 0.349
H -0.99755 0.49978 2.56618 -0.74 0.24 0.23 0.245
H 3.57050 -0.75217 1.69421 1.26 0.41 0.77 0.241
H -0.03163 2.48889 -1.47289 0.23 -0.87 0.99 0.351
H 1.47705 0.77015 -2.44236 -0.96 0.32 1.17 0.313
H 3.03446 0.60821 -0.73009 -0.28 0.79 -0.29 0.367
H -1.09207 1.36928 -2.09412 1.03 -1.15 0.83 0.290
H 0.48272 -0.47199 -1.79114 0.03 -0.15 1.45 0.343
H 0.82080 -0.73556 0.67222 -2.43 -0.34 1.00 0.364
H -2.13601 -0.97880 -0.35284 0.12 -0.72 -1.67 0.390
H -2.18568 -0.04108 1.55020 -0.52 0.54 -0.27 0.330
H -0.77684 1.20615 -0.33190 -0.06 0.22 -0.18 0.253

=====

22
Properties=species:S:1:pos:R:3:forces:R:3:mulliken_charge:R:1 method="wB97M-V/def2-TZVPD" lumo_ev=0.69 multiplicity=1 e_homo_ev=-9.372 de_lowest_kcal_mol=26.3 smiles="CC(C)CC=O.O.O" molar_mass_g_mol=122.2 gap_ev=10.058
O -1.85963 3.78885 -0.17905 0.89 1.82 -0.20 -0.659
O 2.53389 0.36642 0.64715 0.41 0.12 0.26 -0.445
O 0.16623 0.90051 3.08870 0.69 0.64 -0.11 -0.592
C -0.00927 -0.96646 -1.06888 -0.64 -0.48 -0.70 0.906
C 2.07907 0.36470 -0.46432 -0.85 0.10 0.16 -0.315
C 0.49982 0.37651 -0.59639 2.41 0.80 0.54 -0.238
C -1.41282 -1.16836 -0.48787 -1.45 -1.46 -0.40 -1.441
C 0.94836 -2.11841 -0.74824 -0.36 -0.81 0.38 -1.740
H 0.69258 1.38003 3.75703 -0.56 -0.53 -0.41 0.295
H -0.50148 0.38806 3.53366 -0.20 -0.12 0.49 0.290
H -1.58923 2.92224 -0.47616 -1.15 -0.40 0.59 0.344
H -0.14044 -1.13441 -2.15469 0.20 1.24 0.18 0.183
H -2.07037 -0.37888 -0.11179 1.02 0.73 0.09 0.332
H -2.67322 4.01757 0.28850 0.26 -1.44 -0.38 0.314
H 0.42295 -3.07805 -0.85759 -0.15 0.22 0.52 0.444
H -1.37851 -1.91509 0.30336 -0.05 -0.07 0.18 0.319
H -2.09656 -1.57065 -1.26188 0.49 -0.30 0.23 0.369
H 1.37101 -1.99551 0.24563 -0.05 -0.38 0.20 0.381
H 1.77204 -2.28986 -1.44265 0.14 0.79 -0.15 0.409
H 0.15211 1.21344 -1.19926 0.02 0.01 -0.27 0.323
H 0.26757 0.62207 0.47358 -0.29 -0.58 -0.88 0.104
H 2.82591 0.27528 -1.28884 -0.78 0.12 -0.31 0.415

=====

Number 1: DFT total energy -424.3734 Eh. Number 2: DFT total energy -424.5643 Eh.